# 1
A cluster of 13 separate species, H26O13 in total in a non-equilibrium geometry. Source: OMol25; level of theory: ωB97M-V with the def2-TZVPD basis set.

Properties
ΔE to the lowest compared entry with this formula, charge and spin   280.9 kJ/mol
HOMO (alpha / beta)   -13.83 / -13.44 eV
Largest force on an atom   3.47 eV Å⁻¹
HOMO-LUMO gap (alpha / beta)   10.5849 / 2.5403 eV
⟨S²⟩   0.7571

Geometry as ORCA input:
```
! RIJCOSX wB97M-V def2-TZVPD def2/J DEFGRID3
* xyz 1 2
O 0.774 -3.349 -1.354
O 0.647 -2.825 1.493
O -0.456 3.096 1.951
O 2.025 1.561 0.209
O -2.322 -1.881 -1.117
O 0.632 2.971 -2.469
O 2.829 -1.271 0.807
O -0.627 0.378 -0.053
O 1.386 0.879 3.497
O -0.793 1.092 -3.593
O -1.622 -2.528 2.210
O -3.616 1.855 0.112
O 1.029 -0.303 -2.228
H -1.617 -1.387 -1.501
H 0.098 2.355 2.341
H -0.044 0.511 -3.191
H 0.822 -3.603 -0.430
H 1.566 0.318 4.253
H 2.677 -1.024 -0.104
H 1.089 0.152 -1.383
H 1.390 -1.186 -1.991
H -1.587 0.516 -0.152
H 0.025 2.438 -3.029
H 2.540 -0.564 1.487
H -0.160 -3.166 -1.495
H -2.442 -2.002 -0.186
H 1.262 -2.097 1.306
H -4.168 1.333 0.738
H 0.143 3.815 -2.433
H 1.367 2.239 0.088
H 0.991 -3.689 1.262
H -1.369 1.153 -2.808
H -2.477 -2.616 2.652
H -0.243 1.250 0.039
H -3.275 2.614 0.757
H 2.052 1.464 3.154
H 2.903 1.884 0.376
H -0.916 -2.031 2.609
H 0.162 3.788 2.211
*
```

# 2
A cluster of 13 separate species, H26O13 in total in a non-equilibrium geometry. Source: OMol25; level of theory: ωB97M-V with the def2-TZVPD basis set.

Properties
ΔE to the lowest compared entry with this formula, charge and spin   88.2 kJ/mol
HOMO (alpha / beta)   -14.26 / -13.76 eV
Largest force on an atom   2.38 eV Å⁻¹
HOMO-LUMO gap (alpha / beta)   10.9997 / 3.3305 eV
⟨S²⟩   0.7581

Geometry as ORCA input:
```
! RIJCOSX wB97M-V def2-TZVPD def2/J DEFGRID3
* xyz 1 2
O 1.922 3.120 -0.590
O -2.793 -1.059 -2.514
O 3.629 -0.472 2.356
O 1.309 -2.942 0.363
O 2.532 -0.484 -2.183
O -1.040 2.989 -0.165
O -0.126 1.458 2.142
O -2.435 -0.698 2.701
O 0.744 -2.420 -2.733
O 0.436 -0.425 -0.184
O -0.837 0.983 -2.209
O -2.676 -0.007 0.166
O -0.203 -2.065 2.994
H -1.066 2.562 0.691
H 0.107 -1.973 -3.290
H -0.187 1.102 -2.901
H -0.791 3.894 0.025
H -2.930 -1.213 -3.448
H -2.090 -0.411 -2.478
H 0.028 -0.067 -0.973
H 2.238 -0.288 -1.294
H -3.479 -0.364 0.544
H 3.344 -0.978 -2.063
H -1.047 -1.631 2.868
H -1.231 1.848 -2.098
H 0.729 1.575 2.554
H 2.253 -3.010 0.213
H 0.112 -2.240 2.108
H -2.651 -0.362 -0.723
H 1.082 -2.060 0.069
H 3.399 -0.423 3.284
H -2.089 -0.366 1.873
H 1.559 3.991 -0.427
H 1.157 2.551 -0.665
H -2.539 0.081 3.248
H -0.756 1.658 2.835
H 1.376 -1.741 -2.498
H 0.200 0.192 0.509
H 2.806 -0.306 1.895
*
```

# 3
A cluster of 13 separate species, H27O13 in total in a non-equilibrium geometry. Source: OMol25; level of theory: ωB97M-V with the def2-TZVPD basis set.

Properties
ΔE to the lowest compared entry with this formula, charge and spin   198.4 kJ/mol
HOMO   -14.17 eV
Largest force on an atom   3.17 eV Å⁻¹
HOMO-LUMO gap   11.2839 eV

Geometry as ORCA input:
```
! RIJCOSX wB97M-V def2-TZVPD def2/J DEFGRID3
* xyz 1 1
O -4.419 -0.755 -0.965
O -1.418 2.480 0.396
O 0.594 1.916 2.174
O 1.809 3.117 -0.243
O -1.021 1.962 -2.286
O 1.728 -4.567 -1.039
O -2.375 -0.609 3.013
O 1.111 0.837 -3.981
O -0.066 -0.325 1.525
O 0.611 -2.431 2.430
O 1.753 -1.315 -0.949
O 2.512 0.302 1.061
O -1.558 -0.542 -0.457
H 0.929 0.592 -4.889
H 1.908 -1.813 -1.757
H -0.511 -1.127 1.881
H -1.120 0.200 -0.042
H -0.372 2.215 -2.954
H 1.753 0.314 -3.505
H 0.931 -4.033 -0.928
H 0.802 -1.240 -0.794
H 0.661 -3.383 2.579
H 2.392 -3.953 -0.702
H 0.720 0.924 2.466
H -4.365 -1.417 -1.661
H -0.970 0.999 -2.331
H -1.361 3.343 -0.035
H -0.413 1.890 2.110
H -4.386 -1.217 -0.123
H 2.711 2.841 -0.440
H 1.529 -2.149 2.338
H 1.747 3.925 -0.769
H -2.297 -0.423 3.948
H -2.298 -0.256 -1.014
H 0.809 2.331 1.310
H 0.625 -0.597 0.935
H -3.186 -0.326 2.594
H -1.496 1.949 -0.416
H 3.358 0.753 1.142
H 2.637 -0.411 0.378
*
```

# 4
A cluster of 14 separate species, H27O14 in total in a non-equilibrium geometry. Source: OMol25; level of theory: ωB97M-V with the def2-TZVPD basis set.

Properties
ΔE to the lowest compared entry with this formula, charge and spin   313.3 kJ/mol
HOMO (alpha / beta)   -11.11 / -11.11 eV
Largest force on an atom   4.99 eV Å⁻¹
HOMO-LUMO gap (alpha / beta)   10.0773 / 5.2028 eV
⟨S²⟩   0.7545

Geometry as ORCA input:
```
! RIJCOSX wB97M-V def2-TZVPD def2/J DEFGRID3
* xyz 0 2
O -2.113 -0.834 0.788
O 1.628 1.251 -1.703
O -3.035 1.320 -0.265
O -2.432 0.033 -2.529
O -0.547 1.812 -0.377
O -1.929 -2.955 2.524
O 0.113 4.162 -0.717
O 3.130 2.342 1.868
O -1.787 -3.654 -3.297
O 2.114 -2.883 -2.607
O -1.572 0.628 3.010
O 0.980 -4.889 0.243
O 1.111 2.332 3.889
O 4.560 1.128 -0.602
H 1.332 2.036 2.915
H -0.176 2.214 0.424
H -1.500 -2.959 1.739
H -2.798 -0.204 0.342
H 3.950 0.840 -1.285
H -2.679 -2.461 2.131
H 0.550 1.551 4.124
H 0.486 -4.661 -0.535
H 3.192 2.808 1.018
H 2.449 2.757 2.276
H -1.275 -2.958 -3.626
H -2.522 0.891 -1.971
H 0.615 3.998 -1.458
H -1.906 1.573 2.955
H 1.469 -4.014 0.461
H 4.010 0.938 0.266
H -2.669 -3.327 -2.897
H 2.681 -3.529 -2.101
H -1.719 0.206 2.052
H -2.682 -0.804 -2.144
H -0.769 3.776 -1.134
H -3.744 1.269 0.383
H -1.506 1.678 -0.146
H 0.949 1.980 -1.728
H 1.120 0.469 -1.986
H -1.282 -0.267 0.568
H 2.655 -2.139 -2.448
*
```

# 5
A cluster of 14 separate species, H28O14 in total in a non-equilibrium geometry. Source: OMol25; level of theory: ωB97M-V with the def2-TZVPD basis set.

Properties
ΔE to the lowest compared entry with this formula, charge and spin   827.0 kJ/mol
HOMO   -8.98 eV
Largest force on an atom   8.54 eV Å⁻¹
HOMO-LUMO gap   8.3533 eV

Geometry as ORCA input:
```
! RIJCOSX wB97M-V def2-TZVPD def2/J DEFGRID3
* xyz 0 1
O -0.231 0.686 0.025
O 0.591 2.666 0.059
O 1.724 -0.829 -1.699
O 2.548 3.480 0.376
O -0.647 1.721 -2.744
O -2.714 -3.655 -2.509
O -3.076 -1.506 3.589
O 2.169 -4.402 0.199
O -3.204 0.663 -2.440
O 1.474 -2.588 0.252
O 1.727 -3.621 -2.465
O -1.830 1.541 3.943
O 2.866 1.650 3.530
O -2.097 4.174 0.335
H 0.480 0.048 -0.239
H 1.822 -1.227 -2.572
H 3.493 3.137 0.256
H -0.008 1.067 0.801
H -3.984 0.559 -2.979
H 1.148 -2.571 -0.652
H -2.246 -1.292 3.085
H 0.944 3.403 -0.373
H -1.056 1.185 -2.068
H -2.166 4.017 -0.621
H 3.649 1.227 3.149
H -1.131 4.265 0.598
H -1.981 -3.141 -2.175
H 0.986 1.856 -0.327
H 2.691 -3.789 -0.403
H -1.117 1.648 3.266
H 2.676 4.440 0.536
H -3.690 -1.859 2.970
H 2.555 -4.026 -2.139
H 1.915 -4.035 1.014
H 2.673 2.376 2.964
H 2.121 -3.048 -3.231
H 0.692 -2.937 0.839
H -0.370 2.516 -2.260
H 2.125 0.015 -1.758
H -1.643 0.623 4.165
H -2.153 -4.162 -3.047
H -2.810 -0.135 -2.406
*
```

# 6
A cluster of 14 separate species, H28O14 in total in a non-equilibrium geometry. Source: OMol25; level of theory: ωB97M-V with the def2-TZVPD basis set.

Properties
ΔE to the lowest compared entry with this formula, charge and spin   283.6 kJ/mol
HOMO   -10.85 eV
Largest force on an atom   5.88 eV Å⁻¹
HOMO-LUMO gap   10.5675 eV

Geometry as ORCA input:
```
! RIJCOSX wB97M-V def2-TZVPD def2/J DEFGRID3
* xyz 0 1
O 1.787 0.128 -2.123
O -0.042 0.440 0.244
O 0.863 -1.217 2.807
O -1.689 -2.069 -0.105
O 1.703 -2.211 0.167
O -0.486 1.890 2.969
O 4.056 -0.359 0.993
O -2.667 0.077 3.001
O 0.019 -2.953 -1.929
O -2.457 0.497 -1.763
O 3.068 2.200 0.399
O -3.946 -0.501 0.589
O -0.528 -0.121 -3.540
O -0.009 2.567 -1.556
H 0.141 -2.235 -2.555
H -1.660 -2.412 0.780
H -2.048 -0.097 -2.404
H 2.371 -0.744 -1.847
H 0.388 -0.373 3.085
H 1.211 -2.514 -0.620
H 3.851 0.519 0.952
H -0.496 -2.816 -1.177
H -0.171 1.821 -0.916
H 3.187 -0.729 1.198
H -0.913 2.822 -1.961
H 3.478 2.736 -0.353
H -1.843 0.335 2.742
H -2.519 -1.573 -0.174
H -0.465 0.711 -3.985
H 3.082 3.050 0.900
H -0.785 -0.088 -0.026
H 2.117 -2.974 0.613
H -2.662 0.903 3.562
H 0.946 0.247 0.064
H -3.545 -0.230 -0.177
H 1.008 -1.476 1.893
H -0.035 0.127 -2.720
H -3.491 -0.187 1.410
H 2.310 0.887 -1.817
H -0.062 2.651 3.402
H -0.382 1.993 2.074
H -2.688 1.282 -2.097
*
```